268
Properties=species:S:1:pos:R:3:forces:R:3:mulliken_spin:R:1 method="wB97M-V/def2-TZVPD" charge=+1 s2=0.75 total_energy_ev=-140423.3066 orbital_gap_ev="6.6707 / 2.5569" lumo_ev="-2.540 / -6.654" e_homo_ev="-9.2 / -9.2" spin_multiplicity=2
C -4.547 1.284 0.324 -1.2 -0.7 0.2 0.000
C -3.460 1.843 -0.527 2.0 0.2 0.3 0.000
O -3.994 2.045 -1.804 -1.7 0.2 -0.9 0.000
C -5.263 1.559 -1.824 -1.9 -3.8 -1.7 0.000
O -5.925 1.274 -2.821 1.8 2.0 2.1 0.000
O -5.631 1.012 -0.598 1.1 2.0 -1.2 0.000
H -4.887 1.976 1.094 0.0 -0.4 0.2 0.000
H -4.258 0.277 0.627 0.0 0.4 0.9 0.000
H -2.677 1.086 -0.577 0.2 0.0 -0.4 0.000
H -2.983 2.774 -0.221 -0.4 0.1 0.4 0.000
C 4.204 6.991 0.041 2.9 1.0 0.1 0.000
C 3.651 8.226 -0.591 0.5 -0.7 0.1 0.000
O 2.278 7.995 -0.293 -1.4 0.8 -0.6 0.000
C 2.027 6.680 -0.102 -2.6 0.2 0.4 0.000
O 0.894 6.195 0.022 3.4 1.1 -0.5 0.000
O 3.198 6.058 -0.032 -1.3 -2.1 0.3 0.000
H 4.498 7.262 1.055 -0.1 -0.7 0.3 0.000
H 5.063 6.618 -0.517 0.1 -0.1 0.3 0.000
H 3.919 8.182 -1.647 -0.8 0.5 -0.3 0.000
H 4.055 9.117 -0.111 -0.5 0.1 -0.2 0.000
C 0.981 -1.122 -6.364 -0.6 1.4 0.5 -0.001
C 2.241 -0.356 -6.151 0.3 0.4 0.0 0.005
O 3.197 -1.303 -6.587 0.5 -0.8 -0.4 0.000
C 2.622 -2.546 -6.423 6.3 -3.8 -1.2 0.000
O 3.194 -3.642 -6.551 -1.2 3.7 0.1 0.000
O 1.441 -2.427 -6.041 -5.6 0.2 0.8 0.000
H 0.648 -0.978 -7.391 -0.1 -0.8 -0.1 0.000
H 0.203 -0.759 -5.692 0.0 -0.7 0.0 0.002
H 2.391 -0.157 -5.090 0.2 0.2 0.2 -0.005
H 2.304 0.555 -6.746 0.1 0.0 0.0 -0.004
C 2.939 2.517 3.110 -1.9 0.2 0.9 0.000
C 2.657 4.026 3.287 -1.0 -0.8 -0.5 0.000
O 3.601 4.405 4.271 0.6 1.0 -1.0 0.000
C 4.137 3.316 4.830 -0.3 -0.5 0.9 0.000
O 4.960 3.360 5.688 -0.2 -0.4 -0.3 0.000
O 3.482 2.207 4.352 2.5 0.2 1.5 0.000
H 3.615 2.293 2.284 0.0 -0.1 0.1 0.000
H 2.040 1.902 3.159 0.2 0.4 -1.2 0.000
H 1.688 4.281 3.716 -0.3 -0.4 -0.1 0.000
H 2.695 4.509 2.311 0.7 0.6 0.3 0.000
C -2.328 -0.084 7.679 0.2 -0.2 -1.2 0.000
C -0.825 0.282 7.799 0.4 -0.3 0.4 0.000
C -0.598 0.432 9.311 0.0 0.0 0.3 0.000
C 0.854 0.599 9.791 -1.7 -0.7 -1.1 0.000
C 1.594 -0.689 9.332 -0.1 2.0 0.0 0.000
C 1.510 -0.927 7.779 -0.1 -2.0 0.7 0.000
N 0.114 -0.790 7.321 -1.3 -0.8 1.2 0.000
O -0.007 -1.071 5.952 -0.2 0.1 0.2 0.000
C 2.433 0.015 7.035 0.8 0.4 0.8 0.000
C 1.994 -2.481 7.621 -1.5 1.5 -0.7 0.000
C -0.592 1.612 7.047 1.0 -0.3 -0.2 0.000
H -2.589 -0.480 6.697 0.4 -0.2 -0.3 0.000
H -2.915 0.835 7.698 0.0 0.1 0.6 0.000
H -2.697 -0.823 8.390 0.2 0.2 0.2 0.000
H -1.275 1.218 9.649 0.2 0.4 0.0 0.000
H -0.979 -0.440 9.843 -0.1 -0.4 -0.3 0.000
H 0.739 0.608 10.875 0.7 0.4 0.0 0.000
H 1.195 1.540 9.360 0.7 0.0 0.4 0.000
H 1.173 -1.465 9.972 0.0 -0.5 -0.6 0.000
H 2.623 -0.530 9.654 0.3 -0.5 -0.4 0.000
H 3.442 -0.387 7.133 0.2 0.3 -0.1 0.000
H 2.274 0.251 5.983 -0.3 -0.5 -0.1 0.000
H 2.383 0.973 7.553 0.3 0.2 -0.1 0.000
H 1.295 -3.110 8.172 0.3 0.1 0.5 0.000
H 1.835 -2.829 6.601 0.3 0.3 -0.3 0.000
H 3.040 -2.620 7.895 -0.2 0.1 0.2 0.000
H -0.932 1.518 6.016 -0.6 0.2 0.0 0.000
H 0.474 1.804 6.919 0.2 -0.1 0.2 0.000
H -0.944 2.508 7.558 -0.6 -0.2 -0.1 0.000
H 0.476 -0.370 5.508 0.2 0.3 -0.4 0.000
C -1.735 -4.138 -4.997 0.6 0.7 0.4 0.000
C -2.128 -3.312 -3.726 -0.2 -0.9 -1.2 0.000
C -3.529 -2.686 -4.078 1.2 -0.1 0.4 0.000
C -4.209 -2.200 -2.818 -1.0 -1.2 -1.4 0.000
C -4.516 -3.439 -1.998 0.5 0.3 0.8 0.000
C -3.244 -4.172 -1.499 -0.5 0.8 -0.9 -0.001
N -2.261 -4.254 -2.585 -1.0 1.1 -1.2 0.000
O -1.027 -4.846 -2.219 -0.7 0.2 -0.1 0.000
C -2.738 -3.402 -0.295 0.5 0.4 0.9 0.000
C -3.716 -5.561 -1.145 0.6 -0.6 1.3 0.000
C -1.063 -2.174 -3.550 -0.6 0.0 -0.1 0.001
H -0.679 -4.406 -4.969 0.0 -0.1 0.0 0.000
H -1.859 -3.454 -5.837 0.0 -0.1 -0.3 0.000
H -2.314 -5.039 -5.199 -0.3 0.2 0.3 0.000
H -3.417 -1.868 -4.789 0.5 0.2 0.0 0.000
H -4.165 -3.374 -4.636 0.0 -0.5 0.4 0.000
H -5.162 -1.833 -3.201 -0.1 0.8 0.6 0.000
H -3.574 -1.456 -2.338 -0.4 0.1 0.3 0.000
H -5.161 -4.166 -2.491 0.1 0.2 -0.7 0.000
H -5.095 -3.178 -1.112 0.1 0.1 0.3 0.000
H -2.807 -2.322 -0.425 -0.2 0.1 -0.3 0.000
H -3.305 -3.618 0.610 -0.2 -0.2 -0.1 0.000
H -1.694 -3.559 -0.024 0.1 -0.5 -0.3 0.000
H -4.669 -5.500 -0.619 0.0 0.0 0.1 0.000
H -3.816 -6.281 -1.957 0.0 0.4 -0.3 0.000
H -2.984 -5.958 -0.441 -0.1 -0.5 0.1 0.000
H -1.392 -1.299 -4.111 -0.5 0.3 0.3 0.001
H -0.091 -2.316 -4.022 0.2 -0.9 0.5 0.000
H -0.961 -1.946 -2.490 0.2 0.3 0.0 0.000
H -1.245 -5.714 -2.567 0.9 -0.5 0.2 0.000
C 9.025 2.025 -6.472 1.4 0.1 -1.5 0.000
C 8.391 1.306 -5.361 -1.9 -1.5 1.6 0.000
C 7.052 2.062 -5.124 -0.4 0.6 1.0 0.000
C 5.881 1.381 -4.369 0.7 -0.2 -0.8 0.000
C 5.558 0.025 -5.015 0.6 0.7 1.3 0.000
C 6.854 -0.842 -5.188 -1.0 -1.3 0.7 0.000
N 7.998 -0.098 -5.789 -2.5 2.6 0.9 0.000
O 9.078 -0.908 -5.935 1.2 -0.9 -0.5 0.000
C 7.128 -1.570 -3.823 0.2 1.9 -0.1 0.000
C 6.464 -1.978 -6.121 -0.5 -0.1 -0.9 0.000
C 9.263 1.416 -4.046 -0.3 -0.7 -1.1 0.000
H 9.298 3.030 -6.150 0.3 0.0 0.0 0.000
H 8.433 2.145 -7.380 -0.5 -0.2 0.2 0.000
H 9.891 1.453 -6.806 0.5 0.3 0.1 0.000
H 7.309 2.908 -4.487 0.2 0.4 -0.2 0.000
H 6.740 2.487 -6.078 -0.3 -0.2 -0.1 0.000
H 4.975 1.986 -4.357 0.0 0.4 -0.4 0.001
H 6.127 1.368 -3.307 0.3 -0.7 0.1 0.000
H 4.908 0.187 -5.875 0.8 0.0 -0.6 0.000
H 4.857 -0.462 -4.337 0.2 -0.6 0.1 0.000
H 6.210 -1.984 -3.405 0.1 -0.5 -0.4 0.000
H 7.953 -2.277 -3.912 -0.2 0.0 0.1 0.000
H 7.358 -0.773 -3.116 0.6 -0.1 0.4 0.000
H 5.965 -1.522 -6.977 0.4 -0.3 -0.5 0.000
H 7.260 -2.669 -6.398 0.3 0.4 -0.2 0.000
H 5.717 -2.668 -5.728 -0.2 0.3 0.6 0.000
H 8.605 1.078 -3.246 0.3 0.6 0.4 0.000
H 9.690 2.418 -4.002 -0.7 0.3 0.5 0.000
H 10.170 0.815 -3.976 -0.2 -0.6 -0.6 0.000
H 8.995 -1.045 -6.881 0.8 -0.6 -0.2 0.000
C -7.606 -1.979 2.529 2.0 -0.4 0.8 0.000
C -7.023 -3.388 3.076 0.5 0.6 -0.6 0.000
C -7.695 -3.608 4.454 -0.8 -1.1 -0.2 0.000
C -7.685 -5.065 4.975 1.0 0.0 -1.8 0.000
C -8.142 -6.005 3.798 -0.1 -0.2 1.9 0.000
C -7.458 -5.847 2.430 0.1 -1.1 1.3 0.000
N -7.497 -4.398 2.133 -1.7 -1.9 1.7 0.000
O -7.068 -4.231 0.855 1.0 0.9 -1.8 0.000
C -5.978 -6.465 2.480 -1.1 0.1 -1.3 0.000
C -8.314 -6.753 1.411 1.0 1.3 -0.1 0.000
C -5.419 -3.413 3.269 -0.7 0.9 0.1 0.000
H -8.659 -1.944 2.251 0.1 -0.5 0.1 0.000
H -6.986 -1.547 1.743 -0.1 -0.5 -0.6 0.000
H -7.417 -1.226 3.295 -0.4 -0.1 0.5 0.000
H -7.235 -2.915 5.159 -0.3 0.1 0.1 0.000
H -8.763 -3.453 4.296 -0.1 0.9 0.1 0.000
H -8.304 -5.295 5.841 -0.2 0.5 0.0 0.000
H -6.659 -5.269 5.281 0.1 -0.5 0.0 0.000
H -9.230 -5.964 3.745 -0.2 0.7 -0.5 0.000
H -8.072 -7.000 4.239 0.7 -0.5 -0.5 0.000
H -5.269 -6.038 3.189 -0.4 0.0 0.0 0.000
H -5.985 -7.553 2.545 -0.4 -0.1 0.7 0.000
H -5.603 -6.380 1.461 0.4 0.6 0.0 0.000
H -8.227 -7.797 1.712 0.0 0.1 0.0 0.000
H -9.361 -6.487 1.262 -0.2 0.2 0.9 0.000
H -7.967 -6.642 0.383 0.7 -0.2 0.0 0.000
H -5.148 -3.887 4.213 -0.1 -0.3 -0.1 0.000
H -4.975 -2.422 3.362 -0.5 0.4 0.1 0.000
H -4.808 -3.847 2.477 -0.6 -0.4 -0.2 0.000
H -7.886 -4.080 0.376 0.0 0.2 -0.3 0.000
C 2.209 -3.973 1.275 0.5 -0.1 -2.0 0.000
C 3.198 -3.062 0.409 -0.6 1.0 1.8 0.000
C 4.676 -3.435 0.813 -1.5 0.2 -1.1 0.000
C 5.129 -4.699 0.098 -0.3 -1.0 -0.4 0.000
C 4.946 -4.722 -1.423 -0.5 1.3 0.0 0.000
C 3.518 -4.234 -1.849 -0.4 1.2 -0.7 -0.001
N 3.058 -3.074 -1.030 2.6 -0.8 1.1 0.000
O 2.009 -2.338 -1.522 -0.6 0.0 -0.4 0.000
C 3.635 -3.606 -3.269 -0.1 -1.2 -0.7 0.000
C 2.483 -5.404 -1.828 -0.1 0.6 0.2 0.000
C 2.873 -1.586 0.946 0.8 -1.2 -0.4 0.000
H 2.438 -5.020 1.078 0.3 -0.1 0.7 0.000
H 1.210 -3.913 0.844 -0.3 0.5 0.3 0.000
H 2.224 -3.702 2.330 0.0 -0.1 -0.1 0.000
H 5.313 -2.585 0.564 0.1 0.0 0.1 0.000
H 4.595 -3.583 1.889 0.6 0.0 0.0 0.000
H 4.492 -5.521 0.425 0.1 -0.2 0.5 0.000
H 6.162 -4.968 0.319 0.0 0.0 0.2 0.000
H 5.156 -5.693 -1.872 -0.4 -0.3 0.3 0.000
H 5.712 -4.111 -1.900 -0.1 0.6 0.0 0.000
H 4.115 -4.356 -3.896 -0.2 -0.1 -0.3 0.000
H 2.681 -3.344 -3.725 -0.2 -0.4 0.2 0.000
H 4.238 -2.712 -3.428 0.2 0.0 0.9 0.000
H 2.726 -6.214 -2.516 0.1 0.1 -0.1 0.000
H 2.312 -5.825 -0.837 0.7 -0.1 0.1 0.000
H 1.477 -5.044 -2.045 0.0 0.2 -0.6 0.000
H 3.548 -1.414 1.785 -0.2 0.1 0.3 0.000
H 1.839 -1.554 1.288 0.0 0.3 -0.1 0.000
H 3.075 -0.812 0.205 -0.2 -0.2 -0.1 0.000
H 1.251 -2.926 -1.522 -0.7 -0.2 0.0 0.000
C 0.658 5.631 -5.958 -0.8 0.1 -1.7 0.072
C 1.062 4.348 -5.272 0.1 -0.2 1.1 -0.033
C 1.112 4.722 -3.786 0.6 0.8 0.6 0.015
C -0.129 4.585 -2.919 0.9 0.4 -1.0 -0.011
C -0.737 3.230 -3.112 -0.7 0.3 0.3 0.034
C -1.102 2.877 -4.630 -0.2 0.1 1.8 -0.044
N 0.084 3.226 -5.525 -1.2 1.3 -0.9 0.783
O -0.100 2.908 -6.883 0.5 -0.4 2.4 0.018
C -1.288 1.343 -4.739 -0.9 0.9 -0.3 0.052
C -2.352 3.774 -5.081 0.4 -0.1 -0.1 0.060
C 2.439 3.945 -5.774 0.3 -0.7 0.0 0.042
H 0.445 5.455 -7.012 -0.3 0.0 -0.2 -0.002
H 1.506 6.313 -6.032 0.0 -0.1 0.5 0.001
H -0.195 6.116 -5.483 0.1 0.0 0.0 0.001
H 2.014 4.301 -3.340 -0.2 -0.5 0.2 -0.006
H 1.287 5.798 -3.779 0.5 0.0 -0.1 -0.001
H -0.830 5.382 -3.165 -0.3 0.0 -0.3 0.001
H 0.165 4.872 -1.910 -0.1 -0.6 0.3 0.000
H -1.617 3.325 -2.476 -0.7 -0.8 -0.6 0.005
H -0.153 2.472 -2.589 0.4 -0.3 -0.6 -0.004
H -1.420 1.089 -5.791 0.6 -0.3 0.0 0.003
H -0.504 0.826 -4.185 0.1 0.0 -0.4 -0.004
H -2.243 1.040 -4.310 0.0 0.3 0.4 -0.009
H -2.110 4.836 -5.106 0.5 0.0 -0.5 0.001
H -2.838 3.450 -6.001 0.5 0.0 -0.3 -0.002
H -3.195 3.831 -4.393 0.4 -0.9 0.7 0.005
H 2.804 3.007 -5.355 -0.4 -0.3 0.0 -0.003
H 3.170 4.653 -5.384 -0.2 0.4 -0.4 -0.001
H 2.433 3.866 -6.861 0.3 0.2 0.1 0.000
H -0.514 3.694 -7.249 -0.2 0.6 -0.5 0.024
C -4.463 6.134 1.200 1.3 0.2 1.2 0.000
O -3.429 5.187 0.868 0.9 0.1 -0.6 0.000
C -2.043 5.506 1.258 -1.1 0.5 0.6 0.000
C -1.768 5.362 2.771 -2.2 -1.0 0.4 0.000
N -2.745 4.438 3.379 0.5 -0.7 -0.4 0.000
C -2.715 4.171 4.814 -0.5 -1.0 -1.0 0.000
C -4.020 3.442 5.238 -0.7 0.2 0.2 0.000
O -4.371 2.320 4.410 0.7 1.2 -0.6 0.000
C -5.549 1.665 4.771 -0.8 -0.5 0.2 0.000
H -4.275 7.163 0.894 0.2 0.0 -0.8 0.000
H -4.443 6.234 2.285 -0.5 -0.1 0.3 0.000
H -5.454 5.817 0.874 0.4 -0.3 -0.2 0.000
H -1.795 6.540 1.017 -0.2 0.1 -0.4 0.000
H -1.309 4.901 0.726 -0.7 -0.4 -0.4 0.000
H -1.922 6.327 3.253 0.8 0.3 0.1 0.000
H -0.776 4.924 2.879 0.3 0.5 0.3 0.000
H -3.646 4.384 2.926 0.3 0.1 0.1 0.000
H -2.546 5.111 5.340 -0.4 0.0 0.6 0.000
H -1.883 3.507 5.048 0.3 0.0 0.0 0.000
H -4.833 4.169 5.252 -0.3 0.2 -0.5 0.000
H -4.072 3.081 6.265 0.9 0.0 0.4 0.000
H -5.868 1.013 3.957 0.7 -0.5 0.1 0.000
H -6.483 2.217 4.881 0.3 1.2 0.2 0.000
H -5.428 1.145 5.721 0.1 -0.4 0.0 0.000
C -2.428 -1.230 2.910 0.9 0.1 -0.3 0.000
O -1.628 -0.290 2.169 -1.7 -2.4 -0.9 0.000
C -1.156 0.752 2.932 0.1 0.1 -0.7 0.000
C -0.771 1.786 1.881 -0.1 0.2 1.1 0.000
N 0.626 1.745 1.458 -0.3 0.1 -0.4 0.000
C 0.794 2.719 0.421 0.9 0.8 -1.4 0.000
C 2.181 2.701 -0.330 0.0 -1.2 0.6 -0.002
O 2.364 1.459 -1.056 -1.4 0.8 -0.4 0.001
C 3.620 1.220 -1.663 0.3 0.3 0.7 0.001
H -3.328 -0.812 3.360 0.0 0.6 0.0 0.000
H -1.802 -1.623 3.712 -0.1 -0.4 0.1 0.000
H -2.757 -2.009 2.222 0.3 0.0 0.0 0.000
H -0.299 0.382 3.495 0.2 0.4 0.5 0.000
H -1.990 1.048 3.567 0.3 0.7 0.4 0.000
H -1.050 2.747 2.314 0.5 0.5 -0.1 0.000
H -1.449 1.643 1.040 -0.1 -0.1 -0.1 0.000
H 0.840 0.878 0.986 -0.2 -0.7 0.3 0.000
H 0.521 3.708 0.790 0.8 0.3 0.4 0.000
H 0.009 2.640 -0.332 -0.3 -0.5 -0.7 0.000
H 3.007 2.713 0.381 0.0 0.4 0.3 0.000
H 2.308 3.551 -1.000 -0.2 0.2 -0.1 0.001
H 4.179 2.072 -2.050 -0.5 0.8 0.0 0.000
H 3.502 0.561 -2.524 -0.1 -0.4 0.4 -0.001
H 4.270 0.833 -0.879 0.3 -0.6 -0.3 0.000